Entry 1:
The following is a DFT calculation (ωB97M-V/def2-TZVPD) of a cluster of 2 separate species, C8H12N5PS in total.

Structure (XYZ):
```
27
Properties=species:S:1:pos:R:3:nbo_charge:R:1
C -2.10591 -3.48784 -0.18802 -0.075
C -1.96195 2.66613 1.55056 -0.092
C -1.27674 -2.66099 -0.88173 -0.095
C -0.96905 1.97409 0.95622 -0.095
C -2.29476 -1.59590 0.71747 0.153
C -2.86436 1.57357 -0.00513 0.194
C 1.66505 1.01704 -1.41868 -0.455
C 1.29554 -0.06226 0.56400 -0.015
N -2.71191 -2.79706 0.83236 -0.408
N -3.17505 2.37707 0.94964 -0.407
N -1.34520 -1.42521 -0.25840 -0.703
N -1.50464 1.26185 -0.10005 -0.715
N 0.81474 0.24710 -0.61044 -0.598
P -0.92619 0.00103 -1.08608 1.406
S 3.92602 -1.57110 0.63325 -0.647
H -2.22093 -4.50982 -0.12039 0.219
H -2.00220 3.35574 2.32252 0.222
H -0.89780 -2.74308 -1.87578 0.229
H 0.19208 2.07118 1.07128 0.234
H -2.53006 -1.03766 1.58762 0.226
H -3.53267 1.12164 -0.62419 0.193
H 1.67624 2.06666 -1.12045 0.211
H 2.73296 0.70050 -1.11555 0.268
H 1.35483 1.07228 -2.45750 0.224
H 2.37502 -0.54367 0.78334 0.235
H 0.48938 -0.55785 1.14774 0.173
H 4.05812 -1.57802 1.93558 0.117
```

- HOMO level (spin up / spin down) (eV) = -7.781 / -7.780
- molecular weight (g/mol) = 241.260
- largest force on an atom (Eh/bohr) = 0.07715



Entry 2:
The following is a DFT calculation (ωB97M-V/def2-TZVPD) of a structure of composition C8H12NO3.

Structure (XYZ):
```
24
Properties=species:S:1:pos:R:3:nbo_charge:R:1
C -3.12557 -0.10403 -0.03839 0.963
C 1.13926 -1.39873 0.21639 -0.436
C 1.56648 1.13454 0.26784 -0.454
C -0.33047 0.07727 1.51287 -0.460
C 0.56700 -1.03934 -1.21809 -0.215
C 0.51998 1.37949 -0.81468 -0.226
C 1.14361 -0.14480 1.03189 -0.250
C -1.14439 -0.11476 0.20678 0.718
N -0.31285 0.12735 -0.97318 -0.392
O -4.26814 -0.27951 -0.10652 -0.460
O -2.10431 -1.05846 -0.06344 -0.527
O -2.31928 0.95199 0.13927 -0.505
H 0.58333 -2.26270 0.56409 0.246
H 2.19073 -1.77659 -0.00551 0.257
H 2.58957 1.07177 -0.32417 0.249
H 1.77872 2.00347 0.98590 0.275
H -0.79807 -0.67004 2.17497 0.267
H -0.36046 1.03997 1.96594 0.265
H 1.20490 -0.70419 -1.91103 0.221
H -0.14868 -1.92613 -1.45486 0.258
H -0.10031 2.12679 -0.60872 0.231
H 1.04705 1.75699 -1.82363 0.261
H 1.56977 -0.35888 2.01180 0.268
H -0.88785 0.16853 -1.73553 0.444
```

- HOMO level (eV) = -15.459
- charge = +1
- molecular weight (g/mol) = 170.188
- largest force on an atom (Eh/bohr) = 0.12815



Entry 3:
The following is a DFT calculation (ωB97M-V/def2-TZVPD) of an isolated molecule of C8H12NOPS.

Structure (XYZ):
```
24
Properties=species:S:1:pos:R:3:nbo_charge:R:1
C 1.30826 2.32741 -2.26006 -0.191
C 2.39224 1.81380 -1.57743 -0.191
C 0.11635 2.53041 -1.61695 -0.180
C 2.21936 1.15454 -0.31712 -0.184
C -0.09267 1.85316 -0.39377 -0.177
C 0.92462 1.23336 0.25489 -0.441
C -2.57008 -1.77554 0.53989 -0.634
C -1.59928 -2.21622 1.59382 -0.550
N 1.78547 0.49222 2.76576 -1.170
O -0.71056 0.98834 2.51282 -1.073
P 0.45479 0.45556 1.79738 1.985
S 0.06633 -1.90710 1.00807 -0.209
H 1.41803 2.64885 -3.22852 0.210
H 3.35939 1.80862 -2.09057 0.216
H -0.67320 3.04907 -1.95201 0.211
H 3.11760 0.73338 0.01760 0.219
H -0.93408 1.98122 0.19932 0.233
H -3.55862 -1.66543 0.97682 0.215
H -2.07929 -0.86465 0.07855 0.226
H -2.82024 -2.62440 -0.25830 0.211
H -1.64209 -3.34594 1.85269 0.224
H -1.50611 -1.65631 2.54946 0.241
H 1.71627 0.12990 3.73462 0.422
H 2.51058 -0.00036 2.32764 0.387
```

- HOMO level (eV) = -8.481
- molecular weight (g/mol) = 201.231
- SMILES string = CCS[P@](N)(=O)c1ccccc1
- largest force on an atom (Eh/bohr) = 0.08531



Entry 4:
The following is a DFT calculation (ωB97M-V/def2-TZVPD) of the ion C8H12NS with charge +1.

Structure (XYZ):
```
22
Properties=species:S:1:pos:R:3:nbo_charge:R:1
C -0.39560 -0.12645 0.14786 0.054
C 1.09989 -0.29769 -0.02553 -0.135
C -1.58647 -2.33658 0.04755 -0.308
C 3.17313 -1.59508 0.00446 -0.220
C -1.53284 -1.04160 0.39500 -0.271
C 1.78288 -1.51476 -0.00248 -0.309
C 0.43384 2.08086 0.60847 -0.306
C -1.51799 1.91917 -0.89862 -0.456
N -0.77452 1.28703 0.26960 -0.375
S 2.00874 1.19399 0.09119 0.340
H -2.59935 -2.72190 0.12059 0.237
H -0.72211 -2.69660 -0.42216 0.208
H 3.71072 -2.59704 -0.11561 0.230
H 3.78769 -0.83429 0.05498 0.180
H -2.41213 -0.54261 0.70290 0.199
H 1.27422 -2.54950 0.08084 0.250
H 0.50377 3.00362 0.14894 0.247
H 0.52221 1.96806 1.65240 0.243
H -1.97168 2.88104 -0.70403 0.245
H -0.87165 1.97351 -1.78364 0.244
H -2.38784 1.31719 -1.32451 0.256
H -1.52492 1.22961 0.95177 0.446
```

- HOMO level (spin up / spin down) (eV) = -11.748 / -11.743
- charge = +1
- molecular weight (g/mol) = 154.258
- SMILES string = C=CC1=C(C=C)[N@H+](C)CS1
- largest force on an atom (Eh/bohr) = 0.13492



Entry 5:
The following is a DFT calculation (ωB97M-V/def2-TZVPD) of a structure of composition C8H12O10RbS.

Structure (XYZ):
```
32
Properties=species:S:1:pos:R:3:mulliken_charge:R:1
Rb 1.28812 1.68096 -1.87962 0.888
S 2.80018 5.09426 -2.16456 1.129
O 4.00837 5.88728 -1.86499 -0.772
O 2.03918 5.68329 -3.29120 -0.731
O 3.23022 3.69989 -2.57020 -0.818
O 1.89855 4.95985 -0.97891 -0.737
C 1.00104 -2.13742 2.25525 -1.100
C 1.64443 -2.72515 1.03058 0.390
C 0.70444 -3.52969 0.11994 -0.411
O 0.98287 -3.05446 -1.19403 -0.340
C 1.67075 -1.89531 -1.10684 0.706
O 1.91489 -1.18070 -2.02016 -0.553
O 2.00815 -1.62704 0.16604 -0.322
H 1.66205 -1.42948 2.75927 0.353
H 0.57444 -2.83422 2.97040 0.370
H 0.20861 -1.45918 1.90986 0.091
H 2.53509 -3.31486 1.25144 0.299
H -0.34672 -3.32177 0.34342 0.231
H 0.85034 -4.60295 0.21330 0.333
C -3.51716 -0.62764 0.84126 -1.388
C -2.17632 -0.07869 0.32312 1.084
C -2.29246 1.01547 -0.76860 -0.502
O -1.26267 1.91616 -0.41233 -0.362
C -0.95102 1.77497 0.89424 0.578
O -0.38088 2.55761 1.55736 -0.438
O -1.48781 0.59409 1.36033 -0.436
H -3.48558 -0.62915 1.92855 0.370
H -3.67064 -1.64317 0.48276 0.347
H -4.34079 -0.00237 0.49764 0.313
H -1.66492 -0.92353 -0.15777 -0.167
H -3.26745 1.51088 -0.71253 0.268
H -2.17726 0.64205 -1.78302 0.327
```

- HOMO level (eV) = -2.286
- charge = -1
- molecular weight (g/mol) = 385.709
- largest force on an atom (Eh/bohr) = 0.03477



Entry 6:
The following is a DFT calculation (ωB97M-V/def2-TZVPD) of an isolated molecule of C8H12O2SSi.

Structure (XYZ):
```
24
Properties=species:S:1:pos:R:3:nbo_charge:R:1
C -2.76034 -2.09835 -0.12140 -0.172
C -2.20298 1.33541 0.03572 -0.057
C -1.12688 0.79702 0.08088 -0.393
C -3.49650 -1.16113 -0.06749 -0.340
C 0.43828 -1.36893 -1.21337 -1.070
C 1.55217 1.58821 -0.65471 -1.128
C 1.14337 -0.46206 1.80412 -1.117
C -3.54007 1.87771 0.02909 -0.565
O -5.32637 -0.10072 1.36349 -0.901
O -5.59210 0.10557 -1.06957 -0.903
Si 0.60924 0.11206 0.07960 1.564
S -4.75705 0.12370 0.08717 2.072
H -1.94011 -2.84498 0.04778 0.258
H 1.00042 -1.26322 -2.14502 0.247
H 0.63826 -2.25564 -0.58706 0.226
H -0.65306 -1.39846 -1.52406 0.251
H 1.49818 1.62177 -1.77372 0.251
H 1.49583 2.60596 -0.18572 0.256
H 2.65395 1.54434 -0.62221 0.244
H 2.28018 -0.69799 1.86635 0.248
H 1.03683 0.29678 2.71018 0.259
H 0.69129 -1.34626 2.11991 0.238
H -3.75942 2.22083 -1.00014 0.270
H -3.76141 2.31273 0.98096 0.262
```

- HOMO level (eV) = -9.581
- molecular weight (g/mol) = 200.335
- SMILES string = C#CS(=O)(=O)CC#C[Si](C)(C)C
- largest force on an atom (Eh/bohr) = 0.07651



Entry 7:
The following is a DFT calculation (ωB97M-V/def2-TZVPD) of an isolated molecule of C8H13BO3.

Structure (XYZ):
```
25
Properties=species:S:1:pos:R:3:nbo_charge:R:1
B 0.93657 0.71132 1.79477 1.115
C -0.44717 -0.33322 -1.86081 -0.295
C -0.02839 -1.63810 -1.85861 -0.096
C 0.65518 0.06110 0.40425 -0.453
C -0.34010 0.54968 -0.64591 0.148
C 0.57416 -2.24583 -0.62069 -0.477
C 1.41157 -1.22901 0.03705 0.065
C -2.67134 1.01677 -0.15002 -0.599
C -1.28598 1.70336 -0.36064 -0.459
O 1.07669 2.13614 1.92008 -0.921
O 1.23152 -0.11452 2.89234 -0.926
O 2.54633 -1.05111 -0.91534 -0.741
H -0.64734 0.20795 -2.77569 0.214
H -0.17752 -2.26526 -2.75385 0.212
H -0.15714 -2.55193 0.16471 0.238
H 1.15810 -3.19860 -0.99388 0.234
H 1.71520 -1.59371 1.06361 0.194
H -2.87687 0.27499 -0.95557 0.214
H -3.58399 1.64462 -0.10894 0.210
H -2.67838 0.61826 0.79465 0.206
H -1.06497 2.37575 0.43905 0.238
H -1.20060 2.31905 -1.29584 0.210
H 1.33891 2.57351 2.74001 0.493
H 1.55576 0.17582 3.78447 0.506
H 2.95980 -0.14703 -0.73919 0.471
```

- HOMO level (eV) = -8.155
- molecular weight (g/mol) = 168.001
- SMILES string = CCC1=C(B(O)O)[C@H](O)CC=C1
- largest force on an atom (Eh/bohr) = 0.13149



Entry 8:
The following is a DFT calculation (ωB97M-V/def2-TZVPD) of a structure of composition C8H13BaClO4.

Structure (XYZ):
```
27
Properties=species:S:1:pos:R:3:mulliken_charge:R:1
C 0.08361 -0.90194 -2.70417 -0.736
C -0.78435 -2.25582 0.21734 -0.178
C 1.26194 -0.88558 -1.86340 0.116
H 0.27171 -1.19012 -3.76744 0.261
C 0.36862 -1.99540 0.83116 -0.402
H -1.72704 -2.08249 0.75031 0.368
H 1.77326 0.07414 -1.79015 0.390
H 0.36415 -1.61866 1.85722 0.409
C 1.92573 -2.01602 -1.26790 -1.300
H 3.02365 -1.83814 -1.37126 0.357
H 1.72226 -2.97815 -1.77974 0.434
C -1.15081 -1.71416 -2.26479 -0.180
H -1.54188 -2.26086 -3.13776 0.317
H -1.96522 -1.02512 -1.95828 -0.060
C -0.94678 -2.78693 -1.17048 -0.843
H -0.14196 -3.47208 -1.45723 0.299
H -1.86788 -3.39334 -1.17134 0.427
C 1.74046 -2.23343 0.28502 -0.721
H 2.11885 -3.25098 0.50455 0.299
H 2.41767 -1.52452 0.78691 0.299
Ba -1.03309 2.02661 -1.02867 1.518
H -0.23491 0.18358 -2.86361 -0.202
O -0.63590 3.57164 0.77764 -0.698
Cl -0.00845 2.39513 1.51331 1.386
O 0.48741 2.83945 2.77648 -0.542
O -1.05210 1.34153 1.55004 -0.519
O 1.02105 1.84550 0.58666 -0.498
```

- HOMO level (spin up / spin down) (eV) = -4.525 / -4.336
- molecular weight (g/mol) = 345.969
- largest force on an atom (Eh/bohr) = 0.06556



Entry 9:
The following is a DFT calculation (ωB97M-V/def2-TZVPD) of a cluster of 2 separate species, C8H13ClFN2O3S2 in total.

Structure (XYZ):
```
30
Properties=species:S:1:pos:R:3:nbo_charge:R:1
N 1.64379 -0.16554 -1.05511 -0.920
C 0.31362 0.39501 -1.14127 -0.094
C -0.62826 -0.48816 -1.93901 -0.097
O -1.69248 0.35455 -2.47927 -0.704
S -2.70434 0.77124 -1.34548 2.399
O -3.32052 -0.39381 -0.78066 -0.962
O -3.55950 1.76663 -1.91151 -0.939
C -1.64189 1.52724 -0.14367 -0.694
C -0.30782 0.79475 0.20777 0.153
C -0.66681 -0.36639 1.16888 -0.451
C 0.09708 -1.68207 1.07326 -0.415
C 1.40101 -1.80885 1.84181 -0.368
Cl 1.26841 -1.29316 3.53840 -0.093
N 0.49517 1.87553 0.78820 -0.565
C 1.52344 1.70563 1.42951 0.206
S 2.98213 1.60016 1.89669 0.190
H 2.41519 0.53652 -0.84131 0.468
H 1.87409 -0.69216 -1.88238 0.348
H 0.34776 1.33200 -1.71663 0.185
H -0.08707 -0.87309 -2.79503 0.205
H -1.07762 -1.29304 -1.36837 0.203
H -1.42731 2.52412 -0.51187 0.264
H -2.25421 1.61655 0.75045 0.248
H -1.70969 -0.60480 0.97789 0.230
H -0.64010 -0.00032 2.19276 0.234
H -0.56189 -2.45965 1.46675 0.196
H 0.31916 -1.95934 0.04935 0.230
H 1.67041 -2.86007 1.88092 0.200
H 2.20541 -1.29205 1.32736 0.250
F 3.72283 1.43257 -0.67842 -0.907
```

- HOMO level (eV) = -4.628
- charge = -1
- molecular weight (g/mol) = 303.788
- largest force on an atom (Eh/bohr) = 0.02695



Entry 10:
The following is a DFT calculation (ωB97M-V/def2-TZVPD) of the ion C8H13F2N2 with charge +1.

Structure (XYZ):
```
25
Properties=species:S:1:pos:R:3:nbo_charge:R:1
C 0.14971 -1.11429 -0.01258 -0.134
C -1.17417 -0.97170 0.00439 0.591
C 0.67800 0.24776 -0.22980 0.289
C 0.95176 -2.34791 0.14362 -0.651
C 2.81230 0.55181 1.04405 -0.640
C -2.21143 0.70530 -1.53924 -0.414
C -2.27221 1.16616 0.85046 -0.414
C 2.12786 0.61278 -0.31984 0.164
N -0.22790 1.14376 -0.34869 -0.249
N -1.50672 0.57217 -0.25275 -0.112
F -2.21701 -1.73828 0.13562 -0.252
F 2.73739 -0.26637 -1.18134 -0.338
H 1.72784 -2.38510 -0.61856 0.267
H 0.31972 -3.22847 0.06561 0.249
H 1.43923 -2.35680 1.11820 0.250
H 2.98011 -0.48320 1.33167 0.227
H 3.77583 1.04938 0.98286 0.251
H 2.20712 1.04649 1.79817 0.228
H -2.29998 1.76287 -1.78200 0.251
H -1.63943 0.20754 -2.32138 0.246
H -3.20033 0.25504 -1.46697 0.242
H -2.40061 2.22875 0.64907 0.251
H -3.24412 0.68297 0.93020 0.242
H -1.72449 1.04842 1.78465 0.244
H 2.21153 1.61092 -0.76542 0.212
```

- HOMO level (eV) = -14.500
- charge = +1
- molecular weight (g/mol) = 175.202
- SMILES string = CC1=C(F)[N+](C)(C)N=C1[C@@H](C)F
- largest force on an atom (Eh/bohr) = 0.06890